[1]
144
Properties=species:S:1:pos:R:3 method="wB97M-V/def2-TZVPD" charge=+1 de_lowest_ev=0.0000 orbital_gap_ev=8.91 e_lumo_ev=-3.0
C -0.904 7.274 -0.978
C -0.598 6.990 0.517
C -1.238 5.742 1.111
I -3.357 5.734 0.743
N -0.510 4.479 0.688
C 0.789 4.376 1.450
C 1.879 3.847 0.505
C 2.854 2.870 1.197
C 4.301 3.082 0.751
C 4.563 2.714 -0.736
C 3.487 1.825 -1.346
C 3.753 1.412 -2.790
C 2.820 0.237 -3.157
Si 1.148 0.739 -3.883
C 1.058 0.194 -5.683
C -0.240 -0.112 -2.918
C 0.813 2.592 -3.796
C 0.060 3.083 -2.761
C -0.258 4.401 -2.656
C 0.180 5.298 -3.587
C 0.938 4.828 -4.616
C 1.246 3.511 -4.718
C -1.332 3.243 0.844
O -0.467 2.144 0.858
C -1.112 0.943 1.320
O -0.843 -0.108 0.473
C 0.237 -0.938 0.955
C 0.539 -1.977 -0.109
O 1.894 -2.388 0.016
H 0.035 7.295 -1.533
H -1.311 8.275 -1.071
H -1.541 6.532 -1.452
H 0.483 7.005 0.664
H -0.993 7.821 1.099
H -1.129 5.795 2.190
H -0.334 4.583 -0.319
H 0.661 3.714 2.300
H 1.104 5.354 1.804
H 2.400 4.652 -0.014
H 1.335 3.261 -0.236
H 2.551 1.831 1.088
H 2.813 3.077 2.273
H 4.605 4.112 0.942
H 4.944 2.482 1.398
H 4.656 3.643 -1.306
H 5.519 2.197 -0.816
H 2.500 2.295 -1.361
H 3.401 0.929 -0.726
H 3.639 2.275 -3.447
H 4.783 1.054 -2.853
H 2.588 -0.340 -2.258
H 3.295 -0.477 -3.832
H 0.917 -0.878 -5.795
H 1.992 0.496 -6.165
H 0.258 0.726 -6.200
H -0.079 -0.063 -1.839
H -0.363 -1.150 -3.226
H -1.176 0.418 -3.115
H -0.318 2.398 -2.003
H -0.884 4.729 -1.829
H -0.096 6.341 -3.505
H 1.267 5.532 -5.369
H 1.828 3.189 -5.574
H -2.032 3.132 0.016
H -1.853 3.305 1.804
H -2.197 1.097 1.323
H -0.774 0.729 2.340
H -0.135 -1.454 1.844
H 1.102 -0.315 1.196
H 0.301 -1.556 -1.090
H -0.130 -2.827 0.051
H 1.949 -3.242 -0.434
C 3.025 -3.247 3.063
C 4.160 -4.228 2.709
C 3.923 -5.721 2.952
F 3.727 -5.996 4.255
F 5.015 -6.411 2.555
F 5.297 -3.831 3.319
F 4.367 -4.095 1.366
O 3.108 -2.550 4.305
C 2.618 -3.086 5.478
C 3.722 -3.285 6.521
F 4.674 -4.120 6.068
F 3.188 -3.832 7.639
F 1.919 -4.215 5.257
F 1.742 -2.185 5.985
H 3.096 -2.453 2.321
H 2.040 -3.690 2.912
H 3.063 -6.078 2.378
H 4.190 -2.332 6.774
C -4.540 4.188 -2.894
C -3.996 2.983 -3.688
C -3.919 3.126 -5.212
F -5.129 3.302 -5.765
F -3.396 1.996 -5.752
F -4.684 1.874 -3.335
F -2.713 2.786 -3.265
O -5.892 4.157 -2.463
C -6.926 4.614 -3.265
C -7.921 3.498 -3.602
F -7.309 2.494 -4.258
F -8.890 3.993 -4.400
F -6.460 5.233 -4.364
F -7.589 5.548 -2.549
H -3.977 4.175 -1.959
H -4.288 5.136 -3.372
H -3.274 3.965 -5.490
H -8.370 3.100 -2.690
C -4.628 -2.129 -8.052
C -3.417 -3.083 -8.096
C -3.591 -4.494 -7.527
F -3.870 -4.479 -6.210
F -2.434 -5.179 -7.684
F -2.350 -2.479 -7.526
F -3.115 -3.250 -9.415
O -4.683 -1.158 -7.011
C -5.244 -1.433 -5.780
C -4.216 -1.309 -4.654
F -3.187 -2.164 -4.831
F -4.793 -1.607 -3.465
F -5.864 -2.628 -5.772
F -6.196 -0.498 -5.561
H -4.535 -1.527 -8.955
H -5.571 -2.664 -8.156
H -4.384 -5.032 -8.055
H -3.816 -0.294 -4.609
C 3.320 -6.816 9.609
C 3.204 -8.342 9.429
C 1.813 -8.931 9.175
F 0.975 -8.719 10.206
F 1.923 -10.271 9.015
F 3.787 -8.962 10.477
F 3.947 -8.651 8.327
O 3.409 -6.302 10.934
C 2.286 -6.011 11.682
C 2.214 -6.857 12.957
F 2.172 -8.170 12.664
F 1.089 -6.545 13.639
F 1.160 -6.100 10.949
F 2.394 -4.717 12.065
H 4.283 -6.554 9.171
H 2.580 -6.278 9.016
H 1.374 -8.511 8.266
H 3.084 -6.667 13.589

[2]
12
Properties=species:S:1:pos:R:3 method="wB97M-V/def2-TZVPD" de_lowest_ev=1.0485 orbital_gap_ev=8.15 e_lumo_ev=-0.4
C -3.483 -0.626 0.003
C -1.150 -0.624 0.001
C 0.089 -0.077 0.001
C 1.238 -0.951 -0.003
H -4.299 0.113 -0.001
H -3.578 -1.230 -0.907
H -3.545 -1.272 0.910
H -1.243 -1.727 -0.027
H 0.929 -2.020 0.000
O -2.262 0.113 0.000
S 2.799 -0.556 0.001
Cl 0.287 1.635 0.000

[3]
69
Properties=species:S:1:pos:R:3 method="wB97M-V/def2-TZVPD" charge=+2 orbital_gap_ev="5.20 / 6.34" e_lumo_ev="-7.3 / -8.3" s_squared=6.089 spin_multiplicity=5
Os 0.082 0.012 -0.354
C 0.749 6.557 -0.504
C -0.643 6.550 -0.465
C -1.361 5.359 -0.401
C -0.635 4.183 -0.390
C -1.051 2.794 -0.381
N 0.071 1.994 -0.415
C 1.189 2.800 -0.498
N 2.428 2.396 -0.675
C 2.822 1.146 -0.801
C 4.154 0.740 -1.208
C 5.251 1.471 -1.625
C 6.349 0.759 -2.097
C 6.349 -0.634 -2.140
C 5.251 -1.372 -1.711
C 4.153 -0.666 -1.251
C 2.822 -1.097 -0.871
N 2.426 -2.352 -0.833
C 1.186 -2.764 -0.681
N 0.072 -1.963 -0.525
C -1.052 -2.761 -0.554
N -2.305 -2.359 -0.493
C -2.706 -1.106 -0.437
N -1.902 0.016 -0.375
C -2.706 1.139 -0.377
N -2.305 2.392 -0.352
C -4.094 0.720 -0.407
C -5.274 1.439 -0.434
C -6.460 0.712 -0.499
C -6.460 -0.680 -0.525
C -5.273 -1.407 -0.493
C -4.093 -0.687 -0.440
C -0.641 -4.146 -0.678
C -1.372 -5.314 -0.793
C -0.659 -6.494 -0.975
C 0.733 -6.502 -1.025
C 1.470 -5.328 -0.904
C 0.764 -4.150 -0.741
N 2.057 0.017 -0.585
C 0.771 4.189 -0.444
C 1.481 5.374 -0.492
H 1.270 7.504 -0.550
H -1.179 7.489 -0.488
H -2.442 5.351 -0.357
H 5.253 2.552 -1.578
H 7.218 1.299 -2.449
H 7.217 -1.151 -2.525
H 5.251 -2.453 -1.730
H -5.278 2.519 -0.398
H -7.403 1.241 -0.527
H -7.402 -1.208 -0.572
H -5.273 -2.488 -0.498
H -2.452 -5.306 -0.738
H -1.198 -7.425 -1.085
H 1.251 -7.441 -1.166
H 2.551 -5.336 -0.926
H 2.562 5.380 -0.511
N -3.262 -0.908 5.215
C -2.228 -0.659 4.782
C -0.976 -0.345 4.164
C 0.180 -0.044 4.881
C 1.334 0.252 4.176
C 1.301 0.242 2.793
N 0.192 -0.048 2.107
C -0.921 -0.337 2.774
H 0.166 -0.042 5.962
H 2.255 0.489 4.689
H 2.184 0.472 2.209
H -1.807 -0.574 2.198

The total energy results, record by record, are as follows: -164301.8088; -29632.6594; -57086.8638 eV.